{
  "formula": "C25H65FO13PS",
  "method": "wB97M-V/def2-TZVPD",
  "elements": ["C", "O", "C", "C", "C", "C", "P", "S", "O", "O", "F", "H", "H", "H", "H", "H", "H", "H", "H", "H", "H", "H", "H", "H", "H", "H", "C", "O", "C", "C", "O", "C", "H", "H", "H", "H", "H", "H", "H", "H", "H", "H", "C", "O", "C", "C", "O", "C", "H", "H", "H", "H", "H", "H", "H", "H", "H", "H", "C", "O", "C", "C", "O", "C", "H", "H", "H", "H", "H", "H", "H", "H", "H", "H", "C", "O", "C", "C", "O", "C", "H", "H", "H", "H", "H", "H", "H", "H", "H", "H", "C", "O", "C", "C", "O", "C", "H", "H", "H", "H", "H", "H", "H", "H", "H", "H"],
  "positions_angstrom": [[-0.83579, -0.64560, 5.25425], [-1.56632, -0.06546, 4.11696], [-1.48081, -0.96028, 2.91584], [-0.12437, -0.50670, 2.11424], [0.41880, -1.58120, 1.00129], [0.77530, -3.07115, 1.59132], [1.86498, -3.00158, 3.18015], [1.34360, -5.02583, 3.74861], [-0.19480, -5.28250, 3.77700], [2.08428, -6.09604, 2.88203], [1.88645, -5.20572, 5.40086], [-1.29526, -0.16163, 6.23973], [-0.96094, -1.80650, 5.38268], [0.32612, -0.37522, 5.25205], [-2.40691, -0.63172, 2.23842], [-1.52277, -2.09487, 3.21062], [0.69397, -0.21810, 2.93342], [-0.34156, 0.50467, 1.51873], [-0.32368, -1.63844, 0.09862], [1.44719, -1.13764, 0.58802], [1.37022, -3.66390, 0.75226], [-0.23863, -3.65195, 1.73548], [0.70021, -2.52671, 3.88196], [2.60291, -2.82614, 4.43877], [3.03330, -3.53190, 2.49852], [2.31212, -1.67486, 2.81882], [2.80056, 2.00456, 3.60703], [2.99759, 1.62558, 2.24919], [2.43150, 2.57167, 1.33528], [3.51182, 3.47058, 0.72758], [4.08324, 4.33486, 1.71505], [5.35646, 3.87884, 2.15837], [3.43093, 1.36930, 4.23496], [3.07384, 3.04672, 3.78310], [1.75366, 1.84400, 3.88605], [1.65106, 3.16837, 1.82293], [1.96052, 1.99504, 0.53190], [3.04932, 4.11353, -0.02831], [4.28818, 2.87475, 0.23206], [6.10352, 4.05593, 1.37835], [5.34069, 2.81767, 2.42133], [5.63541, 4.45212, 3.04647], [-2.82842, -5.79731, 4.71659], [-3.86932, -5.58419, 5.66385], [-5.15636, -5.93329, 5.14191], [-5.62060, -7.29202, 5.67365], [-4.80821, -8.35396, 5.16283], [-3.86091, -8.81561, 6.11943], [-1.87026, -5.72093, 5.23745], [-2.89406, -6.78394, 4.25395], [-2.86947, -5.02237, 3.94367], [-5.15069, -5.92056, 4.04520], [-5.85718, -5.16370, 5.48301], [-6.64144, -7.47601, 5.32337], [-5.63492, -7.30261, 6.77044], [-4.37159, -9.39874, 6.89214], [-3.31216, -7.99025, 6.58108], [-3.14535, -9.46437, 5.60731], [0.70848, 5.53000, -5.01076], [0.23901, 6.70733, -4.36294], [-0.58043, 6.41013, -3.22674], [0.19607, 6.59296, -1.91981], [1.23048, 5.61232, -1.78959], [2.51600, 6.14140, -2.09473], [1.48757, 5.81765, -5.72173], [1.13226, 4.81611, -4.30184], [-0.11305, 5.06071, -5.56255], [-0.99760, 5.39833, -3.29880], [-1.41503, 7.11933, -3.24244], [-0.49029, 6.44450, -1.07986], [0.60617, 7.60745, -1.84305], [2.84846, 6.79416, -1.28154], [2.51570, 6.69558, -3.03726], [3.21746, 5.30752, -2.18292], [-2.66618, 1.05621, -5.08051], [-3.13565, 2.23354, -4.43268], [-3.95509, 1.93634, -3.29648], [-3.17858, 2.11917, -1.98956], [-2.14417, 1.13853, -1.85934], [-0.85866, 1.66762, -2.16448], [-1.88709, 1.34386, -5.79148], [-2.24240, 0.34232, -4.37159], [-3.48771, 0.58692, -5.63230], [-4.37226, 0.92454, -3.36855], [-4.78969, 2.64554, -3.31219], [-3.86494, 1.97071, -1.14961], [-2.76849, 3.13367, -1.91280], [-0.52620, 2.32038, -1.35129], [-0.85896, 2.22179, -3.10700], [-0.15720, 0.83373, -2.25266], [0.03424, -1.08873, -6.40368], [0.47306, -0.12051, -5.45701], [1.64968, -0.54143, -4.75762], [2.89960, 0.15066, -5.30822], [3.18896, -0.28455, -6.64069], [2.78744, 0.66892, -7.61806], [-0.72158, -0.62479, -7.04297], [0.85232, -1.44222, -7.03422], [-0.42216, -1.93548, -5.87991], [1.75623, -1.63250, -4.79187], [1.51836, -0.24961, -3.71008], [3.75777, -0.12960, -4.68883], [2.79727, 1.24200, -5.26613], [3.47343, 1.52165, -7.60477], [1.76355, 1.01531, -7.45336], [2.83892, 0.19388, -8.60136]],
  "max_force_ha_per_bohr": 0.157,
  "homo_energy_ha": -0.1696,
  "charge": -1
}

---

{
  "formula": "C25H65IN15O32PSi",
  "method": "wB97M-V/def2-TZVPD",
  "elements": ["C", "C", "C", "I", "Si", "C", "C", "C", "O", "C", "C", "O", "C", "O", "C", "C", "O", "P", "N", "H", "H", "H", "H", "H", "H", "H", "H", "H", "H", "H", "H", "H", "H", "H", "H", "H", "H", "H", "H", "H", "H", "H", "C", "N", "O", "O", "H", "H", "H", "C", "N", "O", "O", "H", "H", "H", "C", "N", "O", "O", "H", "H", "H", "C", "N", "O", "O", "H", "H", "H", "C", "N", "O", "O", "H", "H", "H", "C", "N", "O", "O", "H", "H", "H", "C", "N", "O", "O", "H", "H", "H", "C", "N", "O", "O", "H", "H", "H", "C", "N", "O", "O", "H", "H", "H", "C", "N", "O", "O", "H", "H", "H", "C", "N", "O", "O", "H", "H", "H", "C", "N", "O", "O", "H", "H", "H", "C", "N", "O", "O", "H", "H", "H", "C", "N", "O", "O", "H", "H", "H"],
  "positions_angstrom": [[-5.91975, -1.24800, -0.14373], [-4.63955, -0.52038, -0.48200], [-3.79415, -0.10660, 0.72598], [-4.84497, 1.43538, 1.77705], [-3.21817, -1.53681, 1.80821], [-1.55447, -1.17928, 2.57934], [-1.47885, 0.19925, 3.24667], [-2.03772, 0.19417, 4.64371], [-1.63582, 1.38775, 5.34529], [-2.17074, 2.49592, 4.81921], [-1.28515, 3.69411, 4.74908], [-3.30361, 2.54592, 4.43428], [-2.93544, -3.06500, 0.68185], [-1.55199, -3.21055, 0.28793], [-1.38726, -3.22748, -1.06156], [-1.29305, -1.90821, -1.73243], [-1.33332, -4.26916, -1.64336], [-4.73785, -2.26364, 3.33550], [-5.30202, -1.14033, 4.29335], [-6.44966, -1.46281, -1.06046], [-5.74433, -2.20740, 0.31758], [-6.57720, -0.64402, 0.45551], [-4.05081, -1.14830, -1.13640], [-4.88216, 0.38720, -1.01079], [-2.89803, 0.34721, 0.33975], [-0.86191, -1.16629, 1.74761], [-1.23399, -1.98748, 3.22004], [-0.42973, 0.44461, 3.34811], [-1.91013, 0.97221, 2.62860], [-1.67993, -0.65300, 5.19624], [-3.12196, 0.15534, 4.63944], [-1.75336, 4.40813, 4.10064], [-0.30421, 3.44935, 4.37386], [-1.18055, 4.14737, 5.72489], [-3.61860, -3.10645, -0.15532], [-3.15962, -3.93858, 1.28271], [-1.88210, -1.15780, -1.23270], [-1.60631, -2.02165, -2.75212], [-0.26285, -1.58590, -1.73212], [-5.72966, -2.92759, 2.57953], [-4.10035, -3.28597, 4.08068], [-6.29897, -1.03041, 4.21283], [0.37569, 1.80153, -2.21542], [-0.10480, 1.18683, -0.95203], [-1.25881, 1.39171, -0.63016], [0.67457, 0.51716, -0.30891], [-0.43876, 2.35612, -2.65069], [1.20204, 2.45792, -1.95960], [0.70090, 1.00283, -2.87177], [-2.21791, 5.47022, -2.28082], [-1.56735, 5.06698, -3.55688], [-1.86554, 5.65241, -4.56831], [-0.76603, 4.15387, -3.48938], [-2.89926, 6.28326, -2.48783], [-2.74271, 4.59802, -1.90085], [-1.43620, 5.77721, -1.60055], [1.67010, -0.58071, -6.48783], [0.70680, -0.61165, -5.34770], [0.31065, -1.68779, -4.96071], [0.37559, 0.45680, -4.87395], [1.85581, -1.60164, -6.78611], [1.21208, -0.00945, -7.28259], [2.57201, -0.09663, -6.13408], [4.62969, 0.51783, -10.21092], [3.65491, 0.48750, -9.08755], [3.24780, -0.59373, -8.69531], [3.31513, 1.54602, -8.62085], [4.83786, -0.49868, -10.51542], [4.17554, 1.09335, -11.01098], [5.52524, 1.00848, -9.84470], [-4.38847, -6.24458, -1.44953], [-5.31199, -6.28547, -0.28152], [-5.60011, -7.36538, 0.18531], [-5.72285, -5.22268, 0.12992], [-4.11139, -7.25867, -1.70538], [-4.92039, -5.76294, -2.26338], [-3.51615, -5.66318, -1.16009], [1.60777, 7.22852, 4.64888], [1.10517, 6.12190, 3.78989], [-0.04416, 6.15110, 3.43037], [1.89360, 5.24513, 3.50540], [0.79937, 7.92592, 4.81973], [1.94822, 6.78979, 5.57428], [2.43142, 7.69751, 4.12032], [2.46804, -0.95645, 3.26326], [2.03677, -1.52130, 4.56223], [0.86380, -1.45753, 4.85265], [2.89654, -2.00776, 5.26533], [1.59932, -0.54273, 2.76671], [3.19263, -0.18837, 3.49216], [2.91686, -1.74473, 2.66560], [-7.42625, -8.76381, 2.29983], [-7.83288, -9.32177, 3.61891], [-8.98615, -9.18635, 3.96293], [-6.97327, -9.87863, 4.26465], [-8.29123, -8.30112, 1.84342], [-6.64224, -8.03762, 2.47576], [-7.05580, -9.58691, 1.69878], [1.91389, 8.15675, 9.70496], [2.53737, 7.89838, 8.37842], [1.88487, 8.14326, 7.38296], [3.66053, 7.45553, 8.37390], [0.91764, 8.54657, 9.54297], [1.88879, 7.21293, 10.23920], [2.54212, 8.87429, 10.22182], [4.54770, -3.51588, -8.99007], [5.92120, -3.45832, -9.55783], [6.62570, -4.43371, -9.45795], [6.25236, -2.41968, -10.09516], [4.40320, -4.49546, -8.55281], [4.46818, -2.73372, -8.24481], [3.85091, -3.34003, -9.80234], [8.96389, -4.30268, -11.88046], [9.61876, -4.59536, -13.18514], [9.04712, -4.25021, -14.19576], [10.68665, -5.16325, -13.14594], [8.02684, -3.79727, -12.07062], [8.80355, -5.24860, -11.37529], [9.63925, -3.67394, -11.31058], [-3.03528, 9.56917, 0.12936], [-2.04311, 9.01802, -0.83438], [-1.65923, 7.87931, -0.66218], [-1.68440, 9.74447, -1.72922], [-3.25549, 8.80699, 0.86546], [-2.58797, 10.44497, 0.58691], [-3.91937, 9.84128, -0.43740], [4.59664, -4.75547, 5.96243], [5.99858, -5.25511, 5.97821], [6.43406, -5.69792, 7.01769], [6.61597, -5.18351, 4.93863], [4.17630, -4.88345, 6.95110], [4.62236, -3.70834, 5.68127], [4.05410, -5.33754, 5.22516], [3.70370, 2.69777, 6.47115], [3.38179, 1.57444, 5.55315], [2.27037, 1.52192, 5.06962], [4.26303, 0.76661, 5.35481], [2.83081, 3.32401, 6.55488], [3.97780, 2.26049, 7.42641], [4.53788, 3.23981, 6.04045]],
  "max_force_ha_per_bohr": 0.026,
  "homo_energy_ha": -0.2802
}

---

LUMO energy / eV: 1.9 -0.7
E / Ha: -2808.64088 -5147.76335